{
  "formula": "C59H51N7O6SSc",
  "method": "wB97M-V/def2-TZVPD",
  "species": ["Sc", "C", "O", "C", "C", "C", "C", "C", "C", "C", "C", "C", "C", "C", "N", "C", "C", "C", "C", "C", "C", "C", "C", "C", "C", "O", "C", "C", "C", "C", "N", "C", "C", "C", "C", "C", "C", "O", "C", "C", "C", "C", "C", "C", "C", "N", "C", "C", "N", "C", "C", "C", "C", "O", "C", "C", "C", "H", "H", "H", "H", "H", "H", "H", "H", "H", "H", "H", "H", "H", "H", "H", "H", "H", "H", "H", "H", "H", "H", "H", "H", "H", "H", "H", "H", "H", "H", "H", "H", "H", "H", "H", "H", "O", "H", "H", "O", "H", "H", "S", "C", "N", "C", "C", "C", "C", "C", "C", "H", "H", "H", "H", "H", "C", "N", "C", "C", "N", "C", "H", "H", "H", "H", "H", "H"],
  "positions_angstrom": [[-0.5123, -0.0566, 0.0793], [6.3447, 6.8662, -2.0061], [5.9433, 6.2465, -0.8042], [4.9626, 5.3318, -0.8494], [4.6561, 4.5471, -1.9927], [3.5886, 3.6343, -1.8977], [2.8539, 3.4716, -0.6873], [3.1996, 4.2887, 0.3820], [4.2666, 5.1267, 0.3226], [1.8154, 2.4036, -0.7056], [0.4761, 2.7925, -0.7463], [-0.0362, 4.1313, -0.7638], [-1.3881, 4.0348, -0.8165], [-1.7160, 2.6782, -0.8014], [-0.5720, 1.8902, -0.7752], [-3.0280, 2.1934, -0.8471], [-3.3702, 0.8184, -0.9468], [-4.7322, 0.3567, -1.0017], [-4.6481, -0.9978, -1.0337], [-3.2681, -1.3778, -0.9654], [-2.7716, -2.6751, -1.0184], [-3.7553, -3.7701, -0.9805], [-4.3596, -4.2280, -2.1497], [-5.1787, -5.3763, -2.1534], [-5.4614, -5.9829, -0.9399], [-6.1534, -7.1604, -0.8636], [-6.7298, -7.7510, -2.0356], [-4.9210, -5.4658, 0.2325], [-4.1096, -4.3304, 0.2026], [-1.4116, -2.9542, -1.0267], [-0.3633, -2.1440, -0.7985], [0.7696, -2.9413, -0.8242], [2.0902, -2.4110, -0.7447], [3.1487, -3.4338, -0.7253], [4.0707, -3.5523, -1.7767], [5.0701, -4.5137, -1.7801], [5.1134, -5.4411, -0.7401], [5.9604, -6.5177, -0.5818], [6.8159, -6.8307, -1.6492], [4.1214, -5.4441, 0.2831], [3.1724, -4.4107, 0.3032], [2.4070, -1.0899, -0.7442], [3.7643, -0.5686, -0.5012], [3.6566, 0.7696, -0.4961], [2.2691, 1.0982, -0.6903], [1.5167, -0.0479, -0.8364], [0.3551, -4.2872, -1.0856], [-0.9734, -4.3328, -1.2388], [-2.5234, -0.2313, -0.8982], [-4.1077, 3.2106, -0.7482], [-4.8744, 3.5545, -1.8197], [-5.7568, 4.6551, -1.8081], [-5.9470, 5.3628, -0.6195], [-6.7037, 6.4403, -0.4519], [-7.2184, 7.0359, -1.6176], [-5.1797, 4.9636, 0.5181], [-4.2806, 3.9092, 0.4430], [6.8944, 7.7355, -1.6993], [6.9509, 6.2071, -2.6207], [5.4743, 7.1678, -2.6304], [5.1774, 4.7628, -2.9169], [3.3622, 3.0956, -2.8069], [2.5730, 4.2499, 1.2699], [4.5481, 5.7483, 1.1619], [0.5741, 4.9992, -0.7243], [-2.1155, 4.8375, -0.8905], [-5.6021, 1.0043, -1.1245], [-5.5056, -1.6652, -1.0563], [-4.1274, -3.8102, -3.1148], [-5.5344, -5.7625, -3.0934], [-7.2829, -8.5744, -1.6265], [-7.4426, -7.0537, -2.4966], [-5.9852, -8.1394, -2.7432], [-5.1043, -5.9979, 1.1358], [-3.6332, -3.8896, 1.0924], [3.9660, -2.8491, -2.5913], [5.7277, -4.5358, -2.6614], [7.2655, -7.7925, -1.3692], [6.2364, -7.0437, -2.5401], [7.5459, -6.0062, -1.8831], [4.2205, -6.1951, 1.0399], [2.4343, -4.3570, 1.1075], [4.6280, -1.2059, -0.3432], [4.4505, 1.4611, -0.3274], [0.9973, -5.1375, -1.1799], [-1.5901, -5.2384, -1.3841], [-4.7995, 2.9541, -2.7764], [-6.2357, 4.9413, -2.7396], [-7.8346, 7.8907, -1.3099], [-6.3994, 7.3520, -2.2836], [-7.8492, 6.3341, -2.1783], [-5.4235, 5.4589, 1.4640], [-3.6480, 3.6750, 1.2851], [-1.2207, 1.3740, 1.6886], [-1.0501, 1.2095, 2.6123], [-1.6076, 2.2408, 1.5560], [1.2397, -0.2374, 1.9187], [1.8893, -0.8750, 1.6160], [1.8004, 0.4880, 2.3275], [3.2810, 4.0209, 4.4508], [2.3513, 2.7328, 3.8005], [2.9269, 1.7488, 3.1811], [4.3290, 2.0257, 3.1941], [5.3079, 1.1788, 2.6463], [6.6050, 1.5270, 2.7545], [6.9913, 2.7523, 3.3347], [6.0682, 3.5832, 3.9240], [4.7240, 3.2027, 3.8603], [1.2689, 2.9091, 3.7674], [5.0140, 0.2308, 2.2103], [7.4088, 0.9150, 2.4148], [8.0467, 2.9561, 3.4028], [6.3622, 4.4816, 4.4432], [-4.4361, -2.1007, 3.7131], [-3.1444, -1.9983, 3.0208], [-2.0629, -2.8223, 3.1715], [-1.1003, -2.3202, 2.3624], [-1.5755, -1.2301, 1.7047], [-2.8092, -1.0597, 2.0926], [-4.5292, -1.2731, 4.4220], [-4.3899, -2.9793, 4.3020], [-5.2973, -2.1495, 3.0188], [-2.1151, -3.7242, 3.7573], [-0.1045, -2.6667, 2.2893], [-3.4419, -0.2488, 1.8167]],
  "atomic_forces_ev_per_a": [[0.450, -0.838, -0.713], [-0.751, -0.115, -0.659], [0.144, 0.335, 0.239], [-0.034, -1.283, -1.186], [-0.730, 0.686, 1.180], [0.722, 0.816, 0.664], [0.920, 0.120, -1.974], [-1.242, -1.196, 0.243], [0.446, 1.169, 0.384], [-0.238, 0.964, 0.557], [-0.563, -0.915, -0.057], [0.040, -0.452, 0.025], [0.250, 1.671, 0.067], [-0.473, -1.976, -0.331], [-0.143, 1.319, -0.233], [0.247, -0.812, 0.009], [-0.504, 1.171, 0.434], [0.153, 0.126, -0.463], [-1.143, -0.355, 0.251], [-0.385, 0.806, -0.139], [0.138, 1.300, 0.292], [-0.365, 0.463, -2.037], [-0.241, -1.341, -0.169], [0.596, 1.355, 0.227], [0.087, -0.888, -0.623], [0.193, 0.303, 0.273], [0.058, 0.617, 0.449], [0.057, 0.503, -0.100], [0.060, -0.939, 1.416], [-0.820, -1.901, -0.099], [0.837, 0.495, 0.263], [-0.636, 1.439, -0.346], [-1.299, -2.124, -0.093], [0.758, -1.160, 0.163], [-0.658, 0.466, 0.941], [0.371, -0.401, -0.515], [-0.854, -1.188, 1.021], [-0.337, 1.169, -0.195], [0.566, -0.035, -0.392], [0.252, 1.937, -1.110], [0.650, -0.339, -0.306], [0.735, 1.605, 0.376], [-0.795, -0.867, -0.304], [0.112, -0.277, 0.098], [-0.095, -0.594, -0.360], [0.341, 0.506, 0.297], [1.093, -0.747, -0.135], [-0.637, 0.248, 0.549], [1.285, -0.019, 0.166], [0.471, -0.408, 0.343], [-0.866, -0.038, -2.159], [0.161, -0.261, 0.165], [1.864, -1.220, 0.430], [-0.517, 0.513, 0.277], [-0.394, 0.238, -0.639], [-0.862, -0.204, -0.106], [-0.488, 0.974, -0.048], [0.330, 0.341, -0.082], [0.311, -0.092, 0.006], [0.356, -0.071, 0.493], [-0.117, -0.356, -0.046], [-0.293, -0.339, 0.174], [0.264, -0.094, 0.113], [-0.086, -0.008, 0.125], [0.287, 0.566, -0.144], [0.277, -0.143, 0.068], [0.307, -0.415, 0.261], [0.353, -0.019, -0.149], [0.188, 0.331, -0.069], [-0.144, -0.045, -0.051], [-0.286, -0.466, -0.029], [0.306, -0.157, -0.147], [-0.065, 0.349, 0.132], [-0.203, -0.201, 0.644], [-0.413, -0.594, -0.159], [0.212, -0.007, -0.144], [-0.133, -0.215, 0.678], [0.383, 0.597, -0.063], [-0.208, 0.148, -0.403], [-0.447, -0.920, 0.394], [-0.208, -0.229, 0.292], [0.210, -0.055, -0.236], [-0.108, 0.256, -0.104], [0.233, 0.399, 0.018], [0.411, -0.134, -0.007], [0.394, 0.927, -0.051], [0.081, 0.875, 1.178], [-0.057, -0.109, 0.249], [0.354, -0.276, -0.075], [-0.222, 0.072, 0.225], [-0.002, 0.110, 0.139], [0.414, -0.049, -0.363], [-0.076, -0.069, 0.273], [0.123, -0.134, -0.019], [-0.064, -0.043, 0.506], [0.020, 0.364, -0.057], [-0.227, 0.754, 0.463], [0.251, -0.258, -0.167], [-0.332, -0.448, -0.311], [0.785, -0.462, -0.251], [-1.049, 0.194, -0.646], [1.130, 1.285, 0.352], [-0.353, -0.444, 0.182], [-1.428, -0.517, 0.160], [1.128, 1.237, 0.225], [-0.158, -0.458, 0.358], [-0.226, -0.049, 0.013], [-0.702, -0.232, -0.422], [0.347, -0.489, 0.318], [-0.060, 0.096, -0.042], [0.195, -0.575, -0.387], [0.114, 0.265, -0.021], [0.060, 0.121, -0.019], [0.184, 0.755, -0.453], [-0.849, 0.596, -0.726], [-0.324, -0.212, 0.095], [-0.138, -0.380, 0.395], [0.579, 0.094, -0.254], [-0.284, -0.712, 1.258], [-0.176, 0.025, -0.297], [-0.159, -0.993, 0.459], [0.636, 0.101, 0.313], [0.116, 0.139, 0.172], [0.709, -0.221, -0.370], [-0.436, 0.270, -0.277]],
  "lowdin_charge": [1.0995, -0.0743, -0.0768, -0.2920, 0.0172, -0.0004, -0.2043, -0.0377, -0.0063, -0.0747, -0.2034, 0.0367, 0.0068, -0.2696, 0.0197, -0.0568, -0.2352, 0.0144, 0.0081, -0.2372, -0.0744, -0.2565, 0.0019, 0.0056, -0.2792, -0.0903, -0.0650, 0.0214, -0.0179, -0.2374, 0.0568, -0.1819, -0.0932, -0.2134, -0.0243, -0.0108, -0.2520, -0.1018, -0.0942, 0.0240, -0.0187, -0.2528, 0.0243, 0.0029, -0.2289, 0.0395, -0.0095, 0.0367, 0.0501, -0.2565, -0.0306, 0.0020, -0.2942, -0.0677, -0.0762, 0.0257, -0.0346, 0.0886, 0.0883, 0.1097, 0.1036, 0.1220, 0.1100, 0.1254, 0.1109, 0.1301, 0.1200, 0.1222, 0.1228, 0.1047, 0.0844, 0.0993, 0.0997, 0.1104, 0.1165, 0.1250, 0.1189, 0.0989, 0.0869, 0.1099, 0.1127, 0.1179, 0.1207, 0.1142, 0.1132, 0.1372, 0.1497, 0.1056, 0.1020, 0.1053, 0.0927, 0.1238, 0.1105, -0.0444, 0.0830, 0.0761, -0.0750, 0.0475, 0.0433, 1.0609, -0.4961, 0.0449, -0.2825, -0.0315, -0.0756, -0.0647, -0.0776, -0.4489, 0.0799, 0.1100, 0.1038, 0.1079, 0.1116, 0.0110, -0.1020, -0.0460, -0.1092, -0.0293, -0.1318, 0.0980, 0.0753, 0.1090, 0.1306, 0.1040, 0.1411],
  "total_energy_ev": -116261.1193,
  "e_homo_ha": [-0.3286, -0.3286],
  "homo_lumo_gap_ev": [5.76, 5.75],
  "charge": 1
}